# 1
74
Properties=species:S:1:pos:R:3:lowdin_charge:R:1 method="wB97M-V/def2-TZVPD" homo_lumo_gap_ev=4.25 de_lowest_kcal_mol=17.3 e_tot_ev=-248702.3526 total_charge=+2
Pb -0.03 -0.09 -0.17 1.241
Br 1.96 2.66 3.13 0.660
C 3.42 2.75 1.89 -1.019
Br 2.98 1.98 0.16 0.557
H 4.25 2.19 2.30 0.000
H 3.67 3.79 1.72 0.008
N -2.59 -0.40 -0.24 0.043
C -3.20 -1.43 -1.06 -0.221
C -4.53 -1.74 -0.99 0.005
C -5.08 -2.72 -1.84 -0.039
C -4.30 -3.37 -2.75 -0.007
C -2.92 -3.09 -2.83 -0.136
C -2.05 -3.72 -3.74 0.020
C -0.72 -3.42 -3.73 -0.028
C -0.25 -2.50 -2.78 -0.145
N -1.02 -1.88 -1.93 0.005
C -2.36 -2.13 -1.95 -0.169
H -2.90 0.52 -0.57 0.096
H -2.91 -0.47 0.72 0.097
H -5.17 -1.22 -0.29 0.127
H -6.14 -2.94 -1.77 0.120
H -4.73 -4.10 -3.43 0.127
H -2.45 -4.45 -4.44 0.132
H -0.03 -3.88 -4.43 0.110
H 0.81 -2.26 -2.72 0.047
C 1.34 -5.49 2.29 -0.062
C 0.70 -4.91 3.38 -0.050
C 0.19 -3.63 3.29 -0.007
C 0.34 -2.91 2.11 -0.243
C 0.99 -3.48 1.02 -0.055
C 1.49 -4.78 1.12 -0.092
N -0.17 -1.58 1.93 -0.043
N -0.78 -1.10 2.89 0.098
C -1.23 0.24 2.74 -0.329
C -1.96 0.72 3.82 -0.012
C -2.42 2.03 3.81 -0.056
C -2.12 2.85 2.74 -0.060
C -1.40 2.35 1.65 -0.159
C -0.96 1.04 1.62 -0.320
H 1.73 -6.50 2.37 0.114
H 0.59 -5.47 4.30 0.117
H -0.32 -3.17 4.12 0.113
H 1.09 -2.91 0.10 0.052
H 1.99 -5.23 0.27 0.097
H -2.15 0.06 4.66 0.121
H -3.00 2.41 4.64 0.116
H -2.45 3.88 2.74 0.115
H -1.16 3.03 0.83 0.081
C 4.94 -1.99 0.85 -0.338
S 4.87 -3.61 0.05 1.021
C 4.38 -3.41 -1.55 -0.925
C 3.65 -2.31 -2.18 -1.095
S 3.04 -1.02 -1.42 0.677
S 3.41 -2.52 -3.90 0.950
C 4.01 -4.15 -4.03 -1.437
S 3.96 -5.04 -5.36 0.791
S 4.74 -4.74 -2.54 1.015
H 5.60 -2.16 1.69 0.060
H 3.95 -1.68 1.19 0.031
H 5.37 -1.26 0.16 0.048
F 1.15 5.68 -4.62 0.167
C -0.08 5.15 -4.66 -0.600
F -0.96 6.13 -4.40 0.167
F -0.30 4.71 -5.90 0.170
C -0.20 4.02 -3.67 -0.079
C -1.25 3.95 -2.78 0.042
C -1.30 2.87 -1.90 -0.113
N -0.37 1.91 -1.88 -0.040
C 0.64 1.99 -2.76 -0.155
C 0.76 3.02 -3.67 0.033
H -2.02 4.71 -2.75 0.134
H -2.11 2.78 -1.19 0.105
H 1.37 1.19 -2.72 0.069
H 1.59 3.05 -4.36 0.138



# 2
16
Properties=species:S:1:pos:R:3:lowdin_charge:R:1 method="wB97M-V/def2-TZVPD" homo_lumo_gap_ev=6.06 de_lowest_kcal_mol=3.7 e_tot_ev=-17169.3296 total_charge=0
H -0.68 0.13 -0.09 0.128
O 2.33 1.45 -0.55 -0.096
C 1.83 0.44 -0.01 -0.831
O 1.48 0.42 1.20 -0.059
O 1.39 -0.53 -0.84 -0.023
C 0.87 -1.75 -0.32 -0.170
O -1.27 -0.69 0.23 -0.106
C -2.48 2.18 0.37 -0.369
C -0.65 -1.80 -0.37 -0.254
O -1.43 2.56 -0.04 0.145
O -3.44 2.16 1.02 0.226
Rb 1.48 4.47 0.93 0.923
H 1.22 -1.92 0.71 0.127
H 1.28 -2.53 -0.97 0.123
H -0.96 -1.90 -1.43 0.115
H -0.98 -2.70 0.17 0.121



# 3
18
Properties=species:S:1:pos:R:3:lowdin_charge:R:1 method="wB97M-V/def2-TZVPD" homo_lumo_gap_ev=9.27 de_lowest_kcal_mol=238.5 e_tot_ev=-11734.2881 total_charge=0
C 3.78 -0.16 0.16 -0.275
C 0.21 0.34 -0.10 -0.417
C -0.65 -0.91 0.03 -0.014
C -2.09 -0.34 0.14 -0.426
H 4.40 -0.57 1.60 0.141
H 3.89 1.38 -0.14 0.167
H 4.42 -1.17 -0.72 0.136
H 2.31 -0.94 -0.98 0.085
H -0.71 -1.61 0.79 0.091
H -0.48 -1.50 -0.89 0.139
H -3.20 -1.97 -0.29 0.080
H -2.68 1.43 -0.20 0.062
H -0.13 1.70 0.46 0.151
N 2.40 -0.60 0.00 -0.203
N 1.44 0.61 -0.15 0.059
N -3.21 -0.94 -0.01 0.111
N -2.04 1.02 0.28 0.081
N -0.78 1.29 -0.26 0.035